Below is a molecular structure, C8H13NO3 in a non-equilibrium geometry, with properties calculated with ωB97M-V/def2-TZVPD.

Atoms and positions in Å:
C -1.65140 0.42140 0.74501
C -3.12435 0.09732 0.53032
C -1.54034 1.91578 0.34218
C -0.57474 2.00161 -0.76477
C 0.64428 1.24407 -0.18620
C 0.02137 -0.20151 0.06213
C 0.96624 -1.32419 -1.77208
C 0.22599 -2.07166 1.42779
N -3.76881 -0.76541 0.07751
O -4.80110 -1.32202 -0.21681
O -0.26027 -1.07031 -1.03555
O 0.66356 -0.74490 1.06746
H -1.35257 0.29737 1.81963
H -2.53537 2.35598 0.15240
H -1.16365 2.59192 1.14651
H -1.13194 1.57179 -1.56628
H -0.24878 2.94806 -1.02440
H 1.50536 1.11869 -0.76380
H 0.79234 1.58228 0.83634
H 1.35062 -0.46175 -2.37686
H 0.69870 -2.31361 -2.38885
H 1.84917 -1.47663 -1.13717
H 0.43526 -2.91802 0.68044
H -0.82594 -1.92652 1.60216
H 0.92774 -2.36053 2.28781

Force components x, y, z for each atom (eV/Å):
C 1.101 0.929 0.589
C 4.415 -0.857 0.149
C -0.739 1.583 2.193
C 0.991 -1.137 0.396
C -3.648 -2.512 -0.007
C -3.660 2.220 -1.089
C -0.419 -1.639 -1.224
C 2.238 -0.973 0.255
N -3.217 0.195 0.089
O 0.653 -0.790 -0.456
O 1.810 1.403 0.585
O 1.495 -2.065 0.830
H -0.755 0.055 -0.802
H 0.410 -0.359 -0.380
H -0.160 -0.771 0.013
H 0.598 -0.773 -1.296
H 0.163 2.226 -0.546
H 1.435 0.298 -0.843
H 0.585 0.316 -0.184
H -1.151 -0.655 -0.113
H 0.995 2.473 1.114
H -0.488 -0.612 0.387
H -0.505 1.664 0.484
H -0.473 -0.802 0.598
H -1.676 0.586 -0.743



Below is C8H13NO3S in the gas phase in a non-equilibrium geometry, with properties calculated with ωB97M-V/def2-TZVPD.

Atoms and positions in Å:
C -2.32854 0.84438 -1.05658
N -1.18884 0.00325 -0.73767
C 0.26006 0.66549 -0.73146
C 1.18825 -0.24482 -0.86152
S 2.82985 0.12022 0.03125
O 3.13774 1.48651 -0.27087
O 3.70660 -0.86903 -0.45256
O 2.38578 -0.15709 1.40626
C 0.89637 -1.67770 -0.71949
C -0.16161 -1.76950 0.45109
C -1.00365 -0.45974 0.65687
C -0.43652 0.78538 1.42284
C 0.14462 1.72176 0.29962
H -2.40773 1.81052 -0.40202
H -2.49407 1.21612 -2.13968
H -3.22172 0.36221 -0.96640
H -1.27547 -0.87992 -1.23598
H 0.41150 -2.10567 -1.54528
H 1.94904 -1.99673 -0.61476
H -0.76580 -2.56917 0.37816
H 0.34891 -1.83157 1.31538
H -1.92031 -0.68382 1.03553
H 0.36892 0.35850 2.21229
H -1.16444 1.25436 1.91124
H 1.09037 1.98231 0.68244
H -0.34934 2.63377 -0.06872

Force components x, y, z for each atom (eV/Å):
C 0.190 4.484 -0.866
N 0.926 0.658 -0.550
C -1.081 0.012 -1.423
C 1.622 1.189 1.275
S -2.278 0.838 0.824
O 0.181 0.608 0.001
O 1.682 -1.701 -1.214
O 0.023 0.378 -0.540
C -0.210 0.617 0.584
C 1.517 3.646 -1.024
C 1.765 0.247 -0.416
C 3.558 -2.886 -0.812
C -0.114 -0.655 0.159
H 0.508 -2.003 -1.068
H 1.544 -0.643 1.426
H -2.303 -1.898 1.046
H 0.419 0.461 -0.764
H -0.149 -0.795 -1.606
H -0.960 -1.414 0.485
H -2.251 -2.832 -0.503
H 1.962 -0.624 3.092
H -2.718 -0.999 1.257
H -1.594 1.463 -2.138
H -3.188 1.726 2.241
H 1.317 0.550 -0.204
H -0.369 -0.429 0.738



Below is 2 unconnected molecules or ions with the total composition C8H13NP in a non-equilibrium geometry, with properties calculated with ωB97M-V/def2-TZVPD.

Atoms and positions in Å:
C -3.02929 -0.12719 -2.06560
C -3.14112 0.54393 -0.84126
C -1.76534 -0.59293 -2.55663
C -1.96751 0.69969 0.00574
C -0.66892 -0.42375 -1.73098
C -0.85380 0.19006 -0.50054
C 1.71873 -1.58414 1.47249
C 2.85446 0.72744 0.23879
N 0.94969 0.93233 2.26351
P 1.32826 0.07857 0.92849
H -3.90852 -0.00293 -2.71055
H -4.04377 1.01587 -0.54614
H -1.62100 -0.99495 -3.52489
H -2.14101 1.12630 0.98326
H 0.29907 -0.92954 -1.88244
H 0.79911 -1.78985 2.06449
H 2.51652 -1.44723 2.23959
H 1.75965 -2.32099 0.68290
H 3.17242 1.79746 0.47339
H 2.97542 0.74977 -0.86233
H 3.77787 0.30744 0.68899
H 0.49147 0.29542 3.01656
H 0.49759 1.74921 2.16316

Force components x, y, z for each atom (eV/Å):
C 0.388 1.458 -0.265
C 2.607 -0.786 -0.395
C -1.089 1.118 1.696
C -2.779 0.159 0.059
C 0.855 -0.969 0.688
C 3.497 -1.013 0.294
C -1.526 0.997 1.768
C 2.172 2.271 -0.496
N 0.776 -5.162 3.178
P -1.709 0.327 -2.776
H 0.442 -0.765 0.101
H -0.708 0.148 0.270
H -0.175 -0.517 -0.725
H 0.418 0.175 0.037
H -0.603 0.582 -0.547
H 0.448 -0.439 -0.269
H -0.077 -0.669 -0.964
H 0.629 -0.046 -0.013
H -1.522 -0.828 0.020
H -0.427 -0.643 0.530
H -0.780 -0.803 -0.247
H 1.039 1.818 -1.588
H -1.876 3.589 -0.355

As for the charge: +1.



Below is C8H13NS3 in the gas phase in a non-equilibrium geometry, with properties calculated with ωB97M-V/def2-TZVPD.

Atoms and positions in Å:
C -0.77076 1.55326 -2.41265
S 0.81322 1.30972 -1.62188
C 0.20802 1.71406 -0.06602
C 0.13527 2.93801 0.49340
S -0.92020 3.07066 1.78101
C -1.22094 1.33701 1.75809
S -2.46556 0.58104 2.56140
N -0.53070 0.75816 0.73736
C -0.13994 -0.68288 0.86759
C -0.31285 -1.16452 2.25232
C -1.17834 -1.42036 -0.05231
C 1.28331 -0.84605 0.52308
H -0.65945 1.14012 -3.40825
H -1.03832 2.51260 -2.50043
H -1.50731 0.92100 -1.83258
H 0.53493 3.83350 -0.01899
H 0.30047 -1.98001 2.36731
H 0.20076 -0.43187 2.94090
H -1.29988 -1.27071 2.62760
H -0.94929 -1.23933 -1.03489
H -2.10349 -1.03816 0.31531
H -1.17893 -2.49597 0.09909
H 1.72570 -1.80287 0.77063
H 1.61029 -0.76466 -0.44249
H 1.91331 -0.17265 0.94203

Force components x, y, z for each atom (eV/Å):
C 0.047 -4.578 0.277
S 0.477 0.340 -0.485
C -0.565 -0.456 2.375
C 1.110 0.822 -2.520
S -0.626 -0.509 1.413
C -1.431 0.012 -0.893
S -0.538 1.453 0.448
N 1.476 1.253 0.254
C -2.089 -0.468 -1.711
C 1.141 2.184 1.992
C 1.182 -0.536 2.794
C 0.369 -2.337 -0.116
H -0.166 -0.195 -0.245
H -1.030 3.662 0.008
H 0.543 0.907 -0.851
H -0.218 -0.678 0.543
H 0.975 -2.476 0.141
H -0.592 -0.473 -0.445
H -0.318 -0.661 -0.029
H 0.142 0.663 -2.541
H -0.974 0.186 -0.348
H 0.190 -0.176 0.153
H -0.498 -0.512 0.578
H -0.211 0.193 -2.953
H 1.603 2.381 2.163



Below is 2 unconnected molecules or ions with the total composition C8H13O3S in a non-equilibrium geometry, with properties calculated with ωB97M-V/def2-TZVPD.

Atoms and positions in Å:
C 2.40239 1.60946 0.16946
C 1.99287 0.54679 -0.45967
C 2.45460 -0.79666 -0.99003
C -0.36027 0.85055 -2.85675
C 0.42784 -0.66537 2.78431
C -0.95848 -0.04579 -1.76895
C -0.63169 -1.00812 1.78516
C -0.59146 0.76333 -0.53262
O 1.79419 -1.58922 -1.63394
O 3.64400 -0.94680 -0.58597
O -1.44210 1.73744 1.81390
S -1.50345 0.52528 0.92794
H 1.89849 2.49337 0.40380
H 3.44802 1.84320 0.02443
H -0.85218 1.83422 -2.74795
H -0.77772 0.53434 -3.85777
H 0.67426 0.79845 -2.85256
H -0.13225 -0.11012 3.60787
H 0.85312 -1.53132 3.31666
H 1.19143 0.02528 2.33951
H -0.54502 -1.01455 -1.70460
H -2.05086 -0.15598 -1.86131
H -1.58272 -1.35518 2.14375
H -0.41037 -1.74957 0.95453
H -0.57818 1.84865 -0.87253

Force components x, y, z for each atom (eV/Å):
C 1.624 -0.032 -1.626
C -3.497 -0.330 0.282
C 2.577 -0.237 1.130
C -3.999 -1.052 -2.009
C -0.659 1.382 1.240
C -0.198 1.646 0.893
C -0.927 0.128 -2.420
C 2.096 1.077 -0.577
O -1.525 0.024 -0.701
O -0.409 0.500 -0.125
O 0.443 -0.461 -0.112
S 0.121 -0.775 0.398
H -1.525 0.736 0.632
H 0.774 -0.443 0.540
H 0.907 -0.096 0.058
H 0.815 -0.014 0.636
H 1.910 0.354 0.017
H 0.939 -0.285 -0.939
H 0.120 0.172 -0.651
H -0.497 -0.875 0.502
H 0.715 -1.087 -0.286
H 0.076 0.207 -0.119
H -0.132 -0.557 1.118
H 0.301 1.180 0.713
H -0.050 -1.165 1.406

As for the charge: -1.



Below is 2 unconnected molecules or ions with the total composition C8H13OPS, with properties calculated with ωB97M-V/def2-TZVPD.

Atoms and positions in Å:
C -2.04609 -0.31636 1.31619
C -0.98171 0.14991 0.35316
C -0.36088 1.38447 0.53060
C 0.60944 1.82098 -0.36061
C 0.97819 1.02751 -1.43618
C 0.37491 -0.21453 -1.63167
C 0.79960 -1.10185 -2.77131
P 2.46762 -1.89360 -2.58292
S 2.32150 -2.76028 -0.67977
C -0.60066 -0.63506 -0.73153
H -3.02202 0.09625 1.04735
H -2.12630 -1.40642 1.28689
H -1.79001 -0.00786 2.33007
H -0.64102 2.00203 1.37933
H 1.08565 2.78596 -0.22052
H 1.74265 1.36543 -2.12952
H 0.80177 -0.54319 -3.71191
H 0.11106 -1.94758 -2.86733
H 3.19273 -0.72302 -2.26846
H 1.89986 -1.71786 0.05604
H -1.06649 -1.60602 -0.87883
O -1.29745 1.38448 4.27012
H -1.97617 1.33024 4.94990
H -0.47619 1.52637 4.75092

Force components x, y, z for each atom (eV/Å):
C 0.223 -0.165 -0.145
C -0.039 0.073 0.053
C -0.051 0.010 0.077
C 0.043 0.021 -0.056
C -0.030 -0.087 -0.051
C 0.020 0.057 -0.030
C -0.118 -0.016 0.230
P -0.030 0.060 -0.210
S 0.115 -0.210 0.207
C 0.053 -0.019 -0.048
H 0.050 0.025 0.073
H -0.043 0.099 0.041
H -0.153 0.005 -0.036
H 0.018 -0.057 -0.067
H -0.052 -0.070 0.022
H -0.045 0.010 0.050
H 0.050 -0.112 -0.016
H -0.013 0.165 -0.124
H 0.000 0.035 0.080
H -0.030 0.095 -0.091
H 0.016 0.058 0.029
O 0.016 0.023 0.032
H -0.003 0.006 -0.008
H 0.004 -0.007 -0.012



Below is C8H14 in the gas phase in a non-equilibrium geometry, with properties calculated with ωB97M-V/def2-TZVPD.

Atoms and positions in Å:
C -1.26081 1.16973 1.38063
C -0.58915 0.13738 0.82755
C 0.89298 0.22114 0.65593
C 1.62914 1.33660 0.41176
C 2.91972 1.11974 -0.31615
C -1.19580 -1.18534 0.51668
C -1.79358 -1.35440 -0.88300
C -0.71593 -1.15516 -1.94272
H -0.63784 1.86689 1.92114
H -2.34212 1.23533 1.34326
H 1.33626 -0.69542 0.28442
H 1.44700 2.27508 0.92588
H 3.14144 0.11900 -0.65792
H 2.93984 1.92186 -1.09867
H 3.79902 1.51546 0.21196
H -2.00208 -1.43542 1.21341
H -0.41220 -1.94559 0.66627
H -2.58969 -0.60379 -0.98409
H -2.25949 -2.33983 -0.90546
H -0.42198 -0.11201 -2.08048
H 0.12657 -1.84928 -1.89671
H -1.07734 -1.44090 -2.94416

Force components x, y, z for each atom (eV/Å):
C 0.616 -1.171 -0.466
C 0.427 1.081 1.765
C -0.587 1.010 -1.358
C 0.424 -2.542 1.298
C 0.810 2.856 0.084
C -0.576 -0.823 -0.266
C 0.650 0.470 0.327
C -0.719 -0.574 -1.748
H -0.416 0.745 -0.294
H 0.090 -0.023 0.452
H -0.025 -0.159 -0.046
H -0.374 0.271 -0.762
H -0.315 -0.049 -0.264
H -0.202 -1.148 -0.312
H -0.080 -0.485 0.575
H 0.203 0.250 0.200
H -0.231 0.114 -0.075
H 0.127 -0.193 -0.207
H 0.052 -0.041 -0.340
H 0.312 -0.168 0.486
H 0.246 0.363 0.783
H -0.434 0.215 0.170



Below is 2 unconnected molecules or ions with the total composition C8H14 in a non-equilibrium geometry, with properties calculated with ωB97M-V/def2-TZVPD.

Atoms and positions in Å:
C 0.93794 2.06466 -0.22901
C 0.96941 0.93984 -1.29835
C 1.12534 -0.50307 -0.72488
C 0.47634 -0.78997 0.61615
C 1.16293 -1.36063 1.59919
C -1.68529 -1.85695 -0.09594
C -1.01990 -0.77441 0.45240
C -1.80450 0.36730 0.74394
H 0.24470 1.62764 0.49726
H 0.56763 3.01452 -0.59919
H 1.86400 2.13142 0.33005
H 0.09234 0.98059 -1.95691
H 1.75003 1.09991 -2.04090
H 0.57352 -1.09658 -1.47203
H 2.15794 -0.83944 -0.76554
H 0.72554 -1.49463 2.58301
H 2.21981 -1.52796 1.45093
H -1.29841 -2.86758 -0.15441
H -2.73929 -1.75725 -0.34323
H -1.93118 1.38812 -0.59018
H -1.54399 1.01817 1.56884
H -2.84492 0.23628 0.42879

Force components x, y, z for each atom (eV/Å):
C -0.501 -1.843 -0.064
C 0.320 0.475 -0.032
C -0.830 0.436 -1.129
C -0.048 -1.048 -0.799
C -0.458 0.949 0.438
C -0.700 -0.389 0.153
C 1.482 0.873 -0.002
C -1.509 1.155 -2.423
H -0.061 0.841 0.233
H 0.182 0.079 0.021
H 0.317 0.328 -0.250
H -0.309 0.071 0.452
H 0.340 -0.041 0.176
H 0.357 -0.322 0.066
H 0.069 0.026 0.381
H 0.051 -0.548 -0.136
H 0.079 0.078 0.250
H 0.431 0.195 -0.103
H 0.098 0.044 -0.088
H 0.869 -1.665 2.090
H -0.012 0.250 -0.244
H -0.165 0.055 1.010

Its spin multiplicity is 2. As for the charge: +1.



Q: Which ΔE to the lowest compared entry with this formula, charge and spin values were calculated for the entries above? A: 662.3, 519.7, 83.6, 18.5, 192.9, 0.0, 198.1, 347.9, in kJ/mol.